Density functional theory data (ωB97M-V/def2-TZVPD) for C12H26Cl3Ge2N2O3PPdSSe as an isolated structure.

```
52
Properties=species:S:1:pos:R:3:forces:R:3
Pd -0.579899 -0.586814 -0.289089 0.5483 1.1828 0.0753
C -0.086008 4.409244 -0.922658 0.0376 -0.0170 0.1440
C 0.769259 3.214106 -1.243588 0.0471 0.2369 0.1342
O 1.043382 2.425675 -0.026793 -0.0275 0.1831 -0.7366
P 0.310367 1.266948 0.679173 0.5165 -0.7299 0.5769
O 1.372550 0.735474 1.692791 0.3357 -0.1022 0.0022
C 2.760156 0.438841 1.312421 0.0491 -0.0347 0.0033
C 3.673306 1.508147 1.850730 -0.0721 0.0783 0.0763
O -0.815980 1.797212 1.592785 -0.3389 0.3076 0.1207
C -0.551280 2.739287 2.700110 0.0107 0.0185 0.0523
C -1.608249 3.808477 2.673503 -0.0677 -0.0493 -0.0829
H -0.231697 4.990104 -1.833787 -0.0061 -0.0041 0.0039
H 0.403070 5.046351 -0.184975 -0.0135 0.0104 -0.0234
H -1.059912 4.100683 -0.548188 -0.0545 -0.0140 -0.0392
H 1.755911 3.506182 -1.591881 0.0689 -0.0638 0.0486
H 0.315037 2.581695 -1.995683 -0.0844 -0.1124 0.0242
H 2.826742 0.359294 0.227229 -0.0588 0.0127 -0.0226
H 2.976455 -0.533714 1.745838 -0.0557 -0.0348 0.0387
H 3.422450 2.482309 1.431137 0.0373 -0.0146 -0.0293
H 4.703043 1.268435 1.584773 -0.0081 0.0066 0.0084
H 3.599708 1.566110 2.936604 0.0276 -0.0156 -0.0158
H 0.452226 3.146302 2.584315 0.0169 -0.0032 -0.0387
H -0.585804 2.147689 3.611378 -0.0041 -0.0861 -0.0223
H -1.509196 4.443091 1.793916 0.0044 0.0135 0.0334
H -1.514413 4.425236 3.567538 0.0103 0.0180 -0.0238
H -2.603265 3.362874 2.669464 0.0057 0.0098 0.0488
S -1.705491 1.099399 -3.673494 -0.3433 0.1740 -0.4920
C -1.863976 1.343172 -2.138547 -0.0769 0.3187 0.5667
N -1.893686 1.538673 -0.943599 0.2405 -0.4639 0.2357
Se 1.011198 -0.006867 -2.112370 0.0831 -0.8363 0.3122
C 2.036097 -1.530597 -2.061732 0.1471 0.2519 0.0300
N 2.680001 -2.486542 -2.028232 0.0539 0.0740 -0.0411
C 0.919583 -5.105707 -0.818444 0.0430 -0.0585 0.1970
Ge -0.440578 -3.719217 -0.942743 0.1850 -0.1870 0.0270
C -2.119136 -4.308960 -0.171539 -0.1256 -0.0642 0.1776
C -0.605115 -3.244478 -2.816490 -0.0487 0.1660 -0.1238
C 0.400181 -2.335750 0.272754 -0.2242 0.3156 -0.4655
H 0.599002 -5.924933 -1.465096 0.0428 -0.0047 0.0351
H 1.014684 -5.474686 0.202513 0.0160 -0.0530 -0.0364
H 1.877623 -4.723018 -1.160160 0.0245 -0.0512 -0.0413
H -2.919989 -4.249794 -0.906052 -0.0168 0.0053 0.0144
H -2.405844 -3.716445 0.697273 -0.0212 -0.0137 -0.0228
H -2.013606 -5.347907 0.143802 -0.0135 0.0231 -0.0001
H -1.312215 -3.949657 -3.256217 0.0000 0.0111 -0.0085
H 0.357785 -3.361840 -3.308050 0.0052 -0.0109 -0.0293
H -0.974909 -2.236353 -2.996440 -0.0302 -0.0090 -0.0447
H 1.462570 -2.206993 0.098718 0.0376 -0.0149 0.1874
H 0.146966 -2.485945 1.319392 0.1101 0.0880 0.0531
Cl -5.327892 -0.301797 0.922312 -0.2455 0.0750 0.1642
Ge -3.308677 0.262845 0.459025 -0.0543 -0.1471 -0.8399
Cl -1.941374 -0.926274 1.861058 0.0675 0.0552 -0.1861
Cl -2.911170 -1.249591 -1.194702 -0.7807 -0.4399 -0.0259
```
Positions in Å, forces in eV/Å.

Values from the calculation:
Net charge   +1
HOMO-LUMO gap (spin up / spin down)   6.04 / 6.10 eV
Lowest unoccupied orbital energy (spin up / spin down)   -5.62 / -5.81 eV
Spin multiplicity   2

***

Density functional theory data (ωB97M-V/def2-TZVPD) for C12H26ClGaO5PS as an isolated structure.

```
47
Properties=species:S:1:pos:R:3:forces:R:3
C -0.435413 4.336765 0.038757 -0.9657 -0.2562 -0.2579
C -1.405094 3.251648 0.844330 0.0575 2.0657 -1.1101
O -0.498168 2.306194 1.513484 -2.5100 -2.4426 -0.0862
P -1.074576 0.665111 1.431602 -1.4977 -0.3636 -3.2650
O -1.461429 0.247352 -0.042555 1.1437 1.3572 4.8749
C 0.202741 -0.465368 2.290043 0.7869 0.4552 2.2149
C 1.721102 -0.395138 1.674528 0.4417 -0.5968 1.2349
Ga 1.838469 -0.439233 -0.388566 0.5931 -0.5853 0.2366
S 1.490945 1.683381 -1.211970 0.3919 1.1118 0.6167
C 3.833271 -0.944959 -0.843426 0.2543 -0.1463 1.9272
O 3.919601 -1.439131 -2.245633 -0.9321 3.9475 -2.2138
C 3.672716 -0.286090 -3.138916 3.2350 4.8338 0.3468
C 2.482875 -0.315198 -4.276463 0.1062 -0.7322 0.7416
O 4.395619 0.866270 -3.070362 -4.2339 -7.5099 -0.1842
C 0.671718 -1.882479 -1.302574 -0.4785 -1.4406 -1.7610
C 0.570787 -3.300877 -0.434715 -1.0814 2.3736 0.1585
C -0.968732 -3.502588 0.091061 -0.7168 -0.7274 -0.0625
Cl 0.965529 -4.762977 -1.522626 -0.0512 0.7649 0.7784
O -2.544902 0.577989 2.423510 1.5703 0.3958 -2.6430
C -3.745714 0.623141 1.574971 -2.3760 -0.1373 0.4335
C -5.056867 0.511776 2.605645 0.6078 -1.1774 -0.1272
H 0.582247 4.489398 0.619686 -2.1826 -0.3940 -1.3307
H -0.288652 3.958176 -1.068803 0.1146 0.6973 2.4842
H -1.026302 5.352523 -0.034377 1.2062 -1.8424 0.2940
H -2.062408 3.892030 1.588865 1.4469 -1.6364 -0.9618
H -2.151989 2.765155 0.080038 1.7492 0.5832 1.4735
H 0.285684 -0.077995 3.416129 -0.5361 -0.7325 -2.2354
H -0.211356 -1.580353 2.393618 0.6881 2.6553 -0.6912
H 2.363011 0.514693 2.102115 -1.7222 -1.8003 -0.7639
H 2.286124 -1.368826 2.070475 -1.2527 1.9434 -0.6610
H 2.183849 2.525966 -0.310451 -0.6562 -1.2648 -0.9454
H 4.117184 -1.862163 -0.158029 -0.1561 1.7042 -1.5317
H 4.528205 -0.030486 -0.619035 -0.8840 -1.9181 -0.7213
H 2.102263 -1.428684 -4.409588 0.8245 2.3899 0.1146
H 1.578070 0.343702 -3.875349 2.1145 -1.3816 -0.6707
H 2.881839 0.160558 -5.280638 -0.7125 -1.0866 2.2361
H -0.393187 -1.497514 -1.664362 2.1399 -0.9955 1.0209
H 1.240451 -2.182175 -2.308450 -1.0757 0.6849 2.1406
H 1.374006 -3.209015 0.415023 -1.6456 -0.8162 -1.5784
H -1.188953 -3.091526 1.164212 0.6858 -0.6052 -2.0090
H -1.266462 -4.653245 0.107892 0.7889 2.3874 0.0260
H -1.736915 -2.974095 -0.640026 1.8262 -1.0201 1.4641
H -3.865125 1.654703 1.020180 0.5601 -2.2259 0.8589
H -3.854239 -0.304770 0.840132 0.7981 2.2463 1.4504
H -5.748620 -0.373845 2.202824 1.2720 2.1756 0.8369
H -5.650988 1.519576 2.684546 1.1915 -2.0781 -0.0084
H -4.652213 0.122626 3.653249 -0.9280 1.1403 -2.1444
```
Positions in Å, forces in eV/Å.

Values from the calculation:
Net charge   -1
HOMO-LUMO gap   7.26 eV
Lowest unoccupied orbital energy   2.79 eV

***

Density functional theory data (ωB97M-V/def2-TZVPD) for a 3-piece molecular cluster, C12H26FO7P2S2 overall.

```
50
Properties=species:S:1:pos:R:3:forces:R:3
O -6.401579 -4.314074 3.018799 1.8321 1.0005 -0.1461
P -5.016496 -3.830362 2.634808 -2.4304 -2.2543 0.9658
O -4.393356 -2.809771 3.811839 -0.0414 -1.3208 -1.5219
O -3.998532 -5.184560 2.666687 -0.1077 2.2094 0.3759
P -4.825986 -2.844851 0.705559 0.7753 1.4332 -1.0030
C -6.272593 -1.698210 0.410344 0.2690 0.3580 0.1864
C -6.305374 -0.531280 1.451510 0.6204 -1.0195 -0.2240
C -4.914009 0.074759 1.858924 -0.6575 1.4756 0.3540
C -4.251878 0.923972 0.727979 -0.2537 -0.2680 1.2098
F -2.846959 0.778555 0.854537 -0.1041 0.0713 -0.4989
H -5.167870 -2.311571 4.100506 -0.0974 -0.0097 0.1519
H -4.251323 -5.759040 1.939771 -0.1994 0.0028 -0.1407
H -5.017045 -3.910476 -0.246190 -0.3377 -0.0326 0.8021
H -6.065810 -1.279815 -0.615398 0.0591 -0.4828 0.6580
H -6.787411 -0.932409 2.380030 0.2677 0.4493 -0.4472
H -6.958495 0.293541 1.074981 0.3760 -0.5722 0.2198
H -5.110885 0.803849 2.693139 0.2388 -0.5468 -0.4061
H -4.197570 -0.659356 2.283634 -0.4128 0.2490 -0.6658
H -4.587391 0.637259 -0.285034 0.4091 -0.0796 0.4578
H -4.433561 2.006853 0.909538 -0.0516 -0.6536 -0.3050
C 1.655449 -0.479687 2.450963 -0.0778 0.1035 0.0142
C 0.244887 -0.613166 1.869044 -0.0212 -0.1088 0.1320
C 0.301234 -0.136532 0.415254 -0.3987 0.0644 0.1876
S 1.973086 -0.444557 -0.147555 -0.4191 -0.3501 0.1250
O 2.614861 0.824120 -0.416549 0.1852 -0.0848 -0.2516
O 1.967053 -1.514396 -1.118617 0.3011 0.3673 -0.1176
C 2.592600 -1.072481 1.405691 0.1785 -0.0225 0.4304
H 1.749019 -0.992482 3.408701 0.0136 0.0176 -0.0339
H 1.891828 0.576567 2.608480 0.0476 -0.0440 -0.0004
H -0.064977 -1.660562 1.901136 -0.0156 0.0536 -0.0122
H -0.484420 -0.039867 2.440306 -0.0316 -0.0418 -0.1001
H -0.397533 -0.682972 -0.214683 0.0908 0.0837 -0.0994
H 0.111105 0.933155 0.337544 0.0791 -0.0358 -0.0801
H 3.631275 -0.773599 1.537417 -0.0038 -0.0068 -0.1801
H 2.515140 -2.159928 1.378084 -0.0115 0.0379 -0.0882
C 6.516728 1.880024 -3.467688 0.0293 0.0048 0.1158
C 5.332126 1.563557 -2.548943 0.0219 -0.1281 -0.0684
C 4.559826 2.867262 -2.331806 -0.0875 -0.3118 0.3359
S 4.841254 3.866633 -3.791579 -0.2022 -0.2107 -0.0183
O 5.594718 5.039799 -3.412008 -0.1818 0.0308 -0.1611
O 3.619217 3.958727 -4.555459 0.2381 0.3282 0.0800
C 5.947292 2.722126 -4.603098 0.3594 -0.2710 -0.1069
H 6.992910 0.973185 -3.842104 -0.0044 0.0397 0.0018
H 7.267961 2.453976 -2.917720 0.0002 -0.0006 -0.0665
H 4.683314 0.827842 -3.030326 0.0042 0.0343 0.0505
H 5.658745 1.138651 -1.600125 -0.0814 0.0190 -0.0218
H 3.492611 2.688292 -2.218062 0.0258 0.1312 -0.0053
H 4.937340 3.417849 -1.470970 -0.0157 0.0928 -0.1055
H 6.706822 3.271910 -5.155970 -0.1351 0.1242 -0.0042
H 5.352651 2.113540 -5.285323 -0.0412 0.0748 0.0253
```
Positions in Å, forces in eV/Å.

Values from the calculation:
Net charge   -1
HOMO-LUMO gap   4.27 eV
Lowest unoccupied orbital energy   2.05 eV

***

Density functional theory data (ωB97M-V/def2-TZVPD) for C12H26HoN4O7 as an isolated structure.

```
50
Properties=species:S:1:pos:R:3:forces:R:3
O 0.882374 -3.126931 -1.816161 -0.4535 -0.6954 0.8324
H 0.768247 -3.905063 -2.384324 -0.0416 -0.1646 0.7429
Ho -0.182073 -0.464777 -0.701330 0.9744 -1.5625 0.8679
N 1.925275 -0.496407 -1.836771 1.6524 0.3698 1.6918
N 1.800784 0.292783 0.600604 2.4571 0.8875 -0.0046
N -2.325694 -1.455507 -0.315961 -2.3902 -0.1482 1.7118
N -1.005919 -0.335631 1.520463 -1.7903 0.0236 2.6424
O 2.286066 -1.372403 -2.841504 -0.7008 0.0678 -0.8273
O -3.029183 -1.832570 -1.356978 0.9655 0.0294 -0.1774
O -0.424611 0.499611 2.485203 0.0058 -0.3711 -0.7926
O 1.912559 0.458673 1.904748 -0.3332 0.1402 -0.5227
C 2.880582 0.716271 -0.074068 -3.0384 -0.2543 1.4705
C 2.806251 0.458464 -1.484369 -1.8637 -2.2194 -1.7084
C -2.984424 -1.345756 0.869940 0.8137 -0.8343 -2.7918
C -2.228298 -0.775606 1.917691 3.7174 2.1139 -0.2932
C 3.680320 1.093491 -2.475620 0.5914 -0.0401 -0.4347
H 4.509898 0.426269 -2.685138 0.3832 -0.0346 -0.1848
H 4.064544 2.042115 -2.117494 0.1419 0.0402 0.1175
H 3.164964 1.271851 -3.422758 -0.0623 -0.2204 0.1808
C 4.017887 1.350234 0.617804 0.6444 0.1083 -0.2524
H 4.303166 0.771385 1.507825 -0.2452 0.2602 -0.2465
H 3.785498 2.384754 0.918621 0.0783 -0.3419 0.0523
H 4.862946 1.357759 -0.074723 0.0794 0.2156 0.2314
C -4.411946 -1.657832 1.052320 -0.4201 -0.2350 -0.2802
C -2.755787 -0.436985 3.276255 -0.3244 -0.2828 0.4444
H -4.817428 -2.029805 0.116883 -0.0721 -0.0387 -0.0147
H -4.968712 -0.758522 1.338355 0.0147 -0.1553 0.0712
H -4.543611 -2.420355 1.824188 -0.0944 0.1056 0.0027
H -1.964983 -0.380793 4.033991 -0.0528 0.0899 -0.4835
H -3.480277 -1.179823 3.631538 0.0759 0.0944 -0.3212
H -3.288587 0.531160 3.278952 0.2990 -0.2712 -0.1423
H -1.887652 -1.465126 -2.413412 -0.4204 0.2266 0.1651
H 0.663051 0.510262 2.271459 -0.6250 -0.3738 0.2868
C 1.159853 -3.375908 -0.336741 -1.7390 0.3821 -2.6351
H 2.127395 -2.932335 -0.248795 0.5158 0.0164 0.8965
H 1.061161 -4.441829 -0.159324 0.2805 0.1249 0.3443
H 0.305715 -2.831110 0.133033 0.8658 -0.6108 0.3624
O -1.013133 -0.987567 -2.702637 -0.1355 -1.1362 -0.7595
H 1.751574 -2.229402 -2.548101 1.0959 1.8107 -0.4548
H -0.539167 -1.640185 -3.254752 -0.2462 0.6634 0.1512
C -2.082547 2.803052 0.611227 -0.7380 0.2038 0.1898
C -0.855090 2.471632 -0.118611 -0.2529 -0.1651 -1.3539
C 0.297824 3.400577 -0.058459 0.5718 0.1732 -0.0621
O -0.827874 1.471449 -0.884479 -0.3561 2.7082 0.8159
H -2.245174 3.882680 0.615472 0.0814 -0.0667 0.0178
H -1.964002 2.503176 1.652485 0.1647 -0.1277 0.1940
H -2.969369 2.310687 0.205122 0.2747 -0.1125 -0.0147
H 0.868635 3.164465 0.864099 -0.2675 0.1983 -0.2855
H 0.971134 3.257326 -0.924934 -0.3967 0.0377 0.4721
H -0.062167 4.448099 -0.010834 0.3149 -0.6292 0.0878
```
Positions in Å, forces in eV/Å.

Values from the calculation:
Net charge   +1
HOMO-LUMO gap (spin up / spin down)   6.93 / 6.85 eV
Lowest unoccupied orbital energy (spin up / spin down)   -3.58 / -3.57 eV
Spin multiplicity   5

***

Density functional theory data (ωB97M-V/def2-TZVPD) for C12H26N2O8Sr as an isolated structure.

```
49
Properties=species:S:1:pos:R:3:forces:R:3
Sr -22.897287 25.762931 13.545579 1.8785 -0.4346 -1.6826
O -17.740001 23.327990 15.779206 -0.1285 2.0286 2.6039
C -17.944301 24.398981 16.704578 0.2319 -1.7670 -3.6118
C -19.295033 24.482188 17.466178 -1.2139 -0.7361 -0.8186
O -20.523654 24.343212 16.855057 0.8172 0.3815 0.3050
H -17.828251 25.349720 16.184263 -0.3672 1.0448 -0.9309
H -17.139190 24.544275 17.424853 0.5350 -0.5147 1.2900
H -19.251451 25.408230 18.039448 0.3309 1.0012 0.5670
H -19.076154 23.685978 18.177689 -0.4781 -0.8863 0.8304
O -20.211052 26.439764 10.849601 -1.2786 0.4088 1.1247
C -20.544137 27.222895 9.775994 -0.3446 -1.0545 0.6609
C -21.935363 28.019213 9.697308 -1.0048 0.1635 2.8301
O -23.078230 27.483277 10.297859 -0.4822 -1.3802 0.1515
H -20.513661 26.534182 8.931683 -0.1643 -0.0649 -1.2339
H -19.699705 27.909195 9.712569 0.1593 1.2399 -0.8846
H -22.274329 28.454803 8.757389 0.6711 -0.4621 -1.4529
H -21.886623 28.930147 10.293891 1.4337 1.0664 0.3467
O -20.028408 20.281204 11.617098 -2.3003 -0.9333 -0.9187
C -21.205926 20.087232 10.880891 3.0455 1.0432 0.5083
C -22.375833 21.134120 11.019985 -0.9057 1.9374 3.0537
O -22.659225 21.594096 12.350194 -0.0647 -0.8842 -1.6538
H -21.664771 19.099746 10.831422 -0.5653 -1.0251 1.3169
H -20.885558 20.096449 9.839073 -0.1907 0.7125 -1.3502
H -23.286766 20.708647 10.598939 -0.4719 -0.8538 -0.4208
H -22.251853 22.054821 10.449869 0.9796 0.0355 -0.6009
C -20.742744 30.072288 16.290560 1.5053 -0.6337 -0.6341
O -21.023798 29.278988 15.422284 -1.0183 0.2896 0.3345
N -19.440874 30.370330 16.562429 0.6104 0.6076 0.9809
C -19.105443 31.340851 17.654913 -0.2229 -1.3217 -1.1763
C -18.311485 29.701669 15.882247 0.2856 0.1530 0.5872
H -21.417874 30.638319 16.950857 -0.4293 -0.0904 -0.1644
H -18.570440 30.837170 18.459998 -0.2269 -0.1248 0.2102
H -20.044076 31.777235 17.996413 0.1467 -0.0008 0.1933
H -18.436288 32.133069 17.319138 -0.0849 0.1130 -0.3738
H -18.495209 29.092527 14.997219 -0.8704 0.9257 -0.3712
H -17.601858 30.517805 15.746412 0.3149 -0.2588 -0.5838
H -17.811782 28.915878 16.448762 -0.1530 0.2104 0.9698
C -27.939261 23.709918 14.888264 1.2493 0.6858 -0.9144
O -27.145150 24.605610 15.156763 -1.1219 -0.7974 0.3385
N -29.018717 23.279390 15.555911 -0.0990 0.7718 0.7437
C -29.854329 22.259151 14.973533 -0.1441 -1.1195 1.3363
C -29.430257 23.869686 16.840640 -0.8445 0.0546 -1.1614
H -27.860080 23.123383 13.959887 0.3404 0.1149 -0.1521
H -30.877051 22.483815 15.276294 -0.2300 0.0174 -0.7539
H -29.647527 21.300782 15.449829 0.0449 -0.2788 0.4010
H -29.697127 21.977104 13.932453 -0.0840 1.0159 -0.1722
H -30.515312 23.967149 16.805334 -0.2794 -0.3015 0.0829
H -29.191670 23.244955 17.701383 0.3940 0.2282 0.0078
H -29.134344 24.917590 16.890039 0.7954 -0.3269 0.2420
```
Positions in Å, forces in eV/Å.

Values from the calculation:
Net charge   -4
HOMO-LUMO gap   1.42 eV
Lowest unoccupied orbital energy   6.27 eV

***

Short version: max |F| = 1.31 8.62 3.45 4.29 4.03 eV Å⁻¹, in the order given.